C2H8N2O2 | ωB97M-V/def2-TZVPD

```
14
Properties=species:S:1:pos:R:3:forces:R:3
C 0.861351 0.840345 0.267044 -0.496 0.012 -0.092
O 2.074391 0.164729 0.032691 0.316 -0.247 -0.093
H 2.203394 0.098304 -0.920917 -0.002 0.075 0.113
H 0.786668 1.748413 -0.339335 -0.033 -0.038 0.012
H 0.842780 1.113088 1.321508 -0.014 0.066 -0.084
H 0.614765 -1.384048 -1.103371 -0.073 0.013 0.122
C -0.365311 -0.060329 -0.014404 0.353 0.125 0.150
N -0.562982 -0.922142 1.111469 -0.048 -0.092 0.227
N -1.521474 0.763966 -0.185826 0.009 0.054 -0.064
O -0.141651 -0.798861 -1.232967 -0.036 0.115 -0.209
H -1.257557 -1.634223 0.920312 0.101 -0.049 -0.051
H -1.479025 1.232548 -1.082824 -0.028 -0.035 -0.014
H -2.361405 0.197487 -0.164905 -0.012 0.055 0.002
H 0.306055 -1.359278 1.391523 -0.036 -0.053 -0.017
```
Positions in Å, forces in eV/Å.

Output
**Max |F|**: 0.50 eV/Å
**HOMO-LUMO gap**: 10.44 eV
**Lowest unoccupied orbital energy**: 0.7 eV
**Charge**: 0
**E_HOMO**: -9.715 eV
**SMILES string**: NC(N)(O)CO
**Total energy**: -340.99638 Eh


C2H8N2O2 | ωB97M-V/def2-TZVPD

```
14
Properties=species:S:1:pos:R:3:forces:R:3
C -0.878047 -1.200337 -0.787237 -0.983 0.956 -0.156
N -0.455876 -0.157245 0.136223 -2.768 1.877 1.074
N -1.181093 1.394346 -0.093717 0.679 -3.318 -1.062
H -0.897159 -0.335949 1.038377 0.009 0.046 -0.247
H -0.899214 1.549762 -1.063769 -0.228 0.060 0.032
H -0.670881 2.100216 0.433698 0.612 -0.746 0.502
H -0.563945 -2.175318 -0.408571 0.332 0.231 0.078
H -0.428064 -1.003173 -1.758695 -0.084 -0.238 -0.103
H -1.969097 -1.236404 -0.842082 -0.039 -0.053 -0.445
C 1.458600 -0.050698 0.997054 2.778 3.370 2.392
O 1.879520 0.113433 -0.288216 -0.488 1.434 -0.279
O 1.034453 0.813254 1.792180 0.450 -1.260 -1.658
H 1.334182 0.879514 -0.620456 0.869 -0.985 0.211
H 2.236621 -0.691401 1.465211 -1.138 -1.376 -0.340
```
Positions in Å, forces in eV/Å.

Output
**Max |F|**: 4.98 eV/Å
**HOMO-LUMO gap**: 9.85 eV
**Lowest unoccupied orbital energy**: 0.7 eV
**Charge**: 0
**E_HOMO**: -9.125 eV
**SMILES string**: O=CO.CNN
**Total energy**: -340.86025 Eh


C2H8N2O2 | ωB97M-V/def2-TZVPD

```
14
Properties=species:S:1:pos:R:3:forces:R:3
C 1.649178 2.289587 0.801241 0.585 -1.027 0.209
N 0.755169 1.295901 0.216369 -0.166 1.708 0.334
C -0.450907 1.728826 -0.272555 -0.138 -1.109 0.723
N -1.169611 0.754953 -0.950071 -0.422 -0.221 -0.198
O -0.875417 2.847280 -0.082616 0.013 0.490 -0.518
H 2.091016 1.921938 1.731642 -0.222 -0.100 0.049
H 1.102326 3.191626 1.031186 -0.034 0.183 -0.277
H 2.496992 2.435416 0.130062 -0.111 0.521 -0.067
H 1.025116 0.347266 0.244690 0.067 -0.784 -0.301
H -1.119636 -0.205585 -0.623505 0.135 0.379 -0.167
H -2.108554 1.049454 -1.195602 0.291 -0.052 0.210
H -0.794004 -6.087720 -0.993441 0.634 -0.566 -0.994
H -1.321479 -6.044900 0.381203 -0.173 -0.022 0.475
O -1.280190 -5.524043 -0.418604 -0.458 0.600 0.520
```
Positions in Å, forces in eV/Å.

Output
**Max |F|**: 1.75 eV/Å
**HOMO-LUMO gap**: 10.21 eV
**Lowest unoccupied orbital energy**: 0.8 eV
**Charge**: 0
**E_HOMO**: -9.438 eV
**SMILES string**: CNC(N)=O.O
**Total energy**: -341.01574 Eh


C2H8N2O2 | ωB97M-V/def2-TZVPD

```
14
Properties=species:S:1:pos:R:3:forces:R:3
O -1.214875 0.719196 2.141935 -0.077 0.120 -0.153
C -0.167739 0.939654 1.571390 -0.130 -0.393 0.326
N 0.066784 0.722307 0.248526 -0.009 0.047 0.675
C -0.936747 0.130706 -0.599520 0.168 -0.231 -0.327
N -0.523557 -1.201263 -1.065904 0.036 0.283 0.000
H 0.700854 1.309946 2.138060 0.143 0.104 -0.269
H 1.029753 0.762828 -0.050662 -0.081 0.061 -0.308
H -1.869535 0.093286 -0.045887 -0.016 0.253 0.154
H -1.059320 0.756444 -1.481319 -0.104 -0.006 -0.083
H -1.076397 -1.445961 -1.879853 0.118 -0.124 0.041
H -0.684247 -1.903521 -0.352939 -0.061 0.027 0.007
H 1.363662 -0.938087 -1.343305 0.033 -0.392 -0.142
H 2.809517 -1.187373 -0.824984 -0.193 0.043 -0.235
O 2.307811 -0.799883 -1.554858 0.175 0.208 0.314
```
Positions in Å, forces in eV/Å.

Output
**Max |F|**: 0.68 eV/Å
**HOMO-LUMO gap**: 10.77 eV
**Lowest unoccupied orbital energy**: 0.7 eV
**Charge**: 0
**E_HOMO**: -10.033 eV
**SMILES string**: NCNC=O.O
**Total energy**: -341.00820 Eh